# 1
Here is a cluster of 19 separate species, C41H94N4O19 in total at a distorted geometry from the OMol25 dataset. Energies are from wB97M-V/def2-TZVPD.

Structure (XYZ):
```
158
Properties=species:S:1:pos:R:3:mulliken_charge:R:1
N 2.358 -2.011 0.784 1.028
H 1.303 -2.068 1.030 -0.197
H 2.787 -2.905 1.044 0.502
H 2.746 -1.147 1.388 0.176
H 2.527 -1.898 -0.203 -0.239
N -0.093 0.297 -0.301 4.992
H -0.026 0.088 -1.299 -0.186
H -0.251 -0.609 0.222 -1.366
H -0.850 0.979 -0.161 -0.791
H 0.879 0.711 0.104 -0.674
N 1.486 -0.770 4.613 -0.654
H 2.111 -0.406 3.787 0.285
H 1.371 0.023 5.256 0.279
H 1.903 -1.568 5.073 0.275
H 0.117 -1.264 4.039 0.453
N -1.174 1.431 3.064 0.158
H -1.293 1.542 4.076 0.446
H -1.693 0.531 2.792 -0.292
H -0.070 1.383 2.752 0.228
H -1.677 2.140 2.547 0.296
C -1.049 -1.481 2.251 -0.106
O -1.980 -0.706 1.863 0.255
O -0.941 -1.488 3.617 -0.623
O -0.115 -2.113 1.561 -0.844
C 2.230 0.975 1.820 0.563
O 2.900 0.009 2.522 -1.378
O 1.399 1.816 2.383 -1.084
O 2.280 0.817 0.500 -0.604
C -4.554 -2.558 -2.935 -0.430
C -4.839 -2.135 -1.531 0.366
O -5.763 -2.636 -0.922 -0.634
C -3.976 -1.036 -0.951 1.680
H -5.228 -3.360 -3.265 0.418
H -3.507 -2.753 -3.131 0.042
H -4.811 -1.683 -3.547 -0.255
H -3.398 -0.611 -1.766 -0.964
H -3.346 -1.395 -0.147 -0.647
H -4.642 -0.248 -0.551 0.212
C 4.181 4.151 3.302 -0.334
C 4.661 3.567 4.618 0.519
O 4.660 4.258 5.631 -0.617
C 5.125 2.163 4.606 -0.909
H 4.984 4.078 2.583 0.506
H 3.861 5.188 3.424 0.408
H 3.322 3.556 2.962 -0.269
H 4.355 1.549 4.152 0.058
H 5.289 1.834 5.621 0.388
H 6.024 2.026 4.028 0.319
C -0.629 5.269 1.290 0.157
C -0.223 6.378 2.226 0.396
O -0.678 7.485 2.067 -0.600
C 0.895 6.109 3.222 -0.725
H -1.716 5.142 1.363 0.366
H -0.154 4.322 1.535 -0.366
H -0.340 5.613 0.289 0.071
H 0.744 5.302 3.928 0.389
H 1.049 7.005 3.837 0.389
H 1.811 5.897 2.655 -0.110
C 1.324 -6.410 0.483 -0.389
C 1.292 -6.403 2.015 0.689
O 2.038 -7.087 2.682 -0.589
C 0.199 -5.569 2.627 -0.504
H 1.718 -5.488 0.059 -0.452
H 0.325 -6.607 0.101 0.376
H 1.955 -7.252 0.182 0.408
H 0.500 -4.508 2.518 -0.105
H 0.083 -5.851 3.681 0.385
H -0.760 -5.670 2.104 0.107
C -4.390 2.412 0.494 -1.256
C -3.111 2.801 -0.181 0.775
O -2.023 2.610 0.367 -0.221
C -3.229 3.475 -1.516 -0.641
H -5.235 2.433 -0.188 0.329
H -4.579 3.207 1.225 0.443
H -4.337 1.488 1.083 -0.053
H -4.186 3.966 -1.715 0.438
H -3.227 2.686 -2.278 -0.217
H -2.393 4.134 -1.765 0.252
C 3.002 -0.215 -3.047 -0.802
C 1.966 -1.222 -3.237 0.811
O 1.012 -1.309 -2.459 -0.026
C 2.018 -2.118 -4.467 -1.766
H 3.975 -0.649 -3.301 0.466
H 3.100 0.235 -2.052 -0.470
H 2.845 0.628 -3.729 0.474
H 3.002 -2.572 -4.415 0.485
H 1.981 -1.510 -5.376 0.386
H 1.234 -2.863 -4.415 0.198
C 5.738 2.184 0.516 0.237
C 6.341 0.863 0.051 0.388
O 7.213 0.753 -0.801 -0.655
C 5.845 -0.373 0.677 0.405
H 6.243 2.966 -0.040 0.461
H 5.734 2.357 1.592 -0.248
H 4.687 2.168 0.216 -0.585
H 5.299 -0.120 1.579 -0.184
H 6.619 -1.112 0.847 0.636
H 5.094 -0.707 -0.023 -0.553
C -0.640 -3.628 -1.494 0.904
C -1.543 -4.800 -1.075 0.425
O -1.519 -5.875 -1.677 -0.661
C -2.546 -4.567 0.027 -0.647
H 0.328 -3.750 -1.012 -0.416
H -1.108 -2.685 -1.150 -0.595
H -0.550 -3.605 -2.570 0.371
H -3.400 -4.106 -0.457 0.072
H -2.046 -3.920 0.761 -0.044
H -2.803 -5.524 0.454 0.395
C 0.924 3.289 -1.761 1.149
C 1.724 4.457 -1.220 -0.393
O 1.595 5.610 -1.609 -0.652
C 2.692 4.156 -0.133 0.097
H 0.284 2.920 -0.937 -0.658
H 1.575 2.482 -2.104 -0.123
H 0.295 3.604 -2.599 0.195
H 2.217 3.526 0.627 -0.664
H 3.026 5.066 0.328 0.538
H 3.560 3.593 -0.487 0.397
C -6.640 0.686 -4.718 -1.224
C -5.944 1.602 -3.783 0.751
O -5.052 1.175 -3.045 -0.171
C -6.315 3.111 -3.804 -1.110
H -6.493 1.152 -5.680 0.385
H -7.700 0.707 -4.461 0.377
H -6.217 -0.318 -4.675 0.121
H -5.498 3.489 -4.414 0.304
H -6.332 3.469 -2.766 0.232
H -7.286 3.207 -4.291 0.413
C -1.554 1.922 -4.843 -1.485
C -1.557 0.692 -3.983 0.876
O -1.343 0.783 -2.766 0.204
C -1.622 -0.625 -4.682 -0.870
H -2.523 1.950 -5.373 0.390
H -0.804 1.891 -5.648 0.405
H -1.429 2.821 -4.247 0.162
H -1.402 -1.453 -4.003 -0.397
H -0.839 -0.549 -5.458 0.448
H -2.599 -0.804 -5.158 0.395
C 4.119 -5.168 -1.566 -1.140
C 4.667 -3.756 -1.351 0.715
O 3.922 -2.797 -1.448 -0.268
C 6.101 -3.586 -0.953 -1.244
H 3.044 -5.130 -1.583 0.139
H 4.433 -5.773 -0.707 0.384
H 4.528 -5.577 -2.483 0.410
H 6.738 -4.204 -1.564 0.417
H 6.163 -3.994 0.067 0.347
H 6.419 -2.547 -0.981 0.234
C -4.251 -0.138 4.539 -0.504
C -5.355 -0.842 3.832 0.486
O -6.538 -0.705 4.244 -0.640
C -5.087 -1.734 2.667 -0.471
H -4.136 0.840 4.044 0.047
H -3.311 -0.691 4.475 0.115
H -4.524 0.122 5.578 0.398
H -4.780 -2.684 3.086 0.425
H -4.288 -1.411 2.017 -0.245
H -6.039 -1.917 2.162 0.348
```

Orbital gap   8.95 eV
DFT total energy   -88906.749 eV
Molecular weight   947.21 g mol⁻¹
F_max   0.0754 Eh/bohr

***

# 2
Here is a structure of composition C5H6FNO at a distorted geometry from the OMol25 dataset. Energies are from wB97M-V/def2-TZVPD.

Structure (XYZ):
```
14
Properties=species:S:1:pos:R:3:mulliken_charge:R:1
C -0.075 -1.325 -0.181 -0.028
C 0.457 -0.489 0.921 -0.170
C -0.984 -0.074 -0.290 -0.339
C -0.120 1.087 -0.686 -0.220
C 1.032 0.796 0.263 -0.279
H -0.632 -2.131 -0.017 0.457
H 1.039 -0.934 1.751 0.510
H -1.941 0.126 -0.609 0.569
H -0.380 1.555 -1.703 0.385
H -0.646 1.969 1.056 0.320
H 2.260 0.532 0.329 0.269
N 0.135 2.078 0.312 -0.580
O -1.009 -0.195 1.232 -0.537
F 0.618 -1.564 -1.446 -0.358
```

Orbital gap   11.22 eV
DFT total energy   -11532.032 eV
Molecular weight   115.11 g mol⁻¹
F_max   0.1224 Eh/bohr

***

# 3
Here is an isolated molecule of C5H11NOS at a distorted geometry from the OMol25 dataset. Energies are from wB97M-V/def2-TZVPD.

Structure (XYZ):
```
19
Properties=species:S:1:pos:R:3:mulliken_charge:R:1
N -1.866 0.129 -1.428 -0.610
C -1.380 0.437 -0.116 -0.267
C -1.757 -0.565 1.016 -0.944
C -0.316 -0.419 1.552 -0.571
C 0.124 0.095 0.148 1.029
S 1.194 1.510 0.083 -0.287
C 0.616 -0.992 -0.741 -0.991
O 1.965 -1.521 -0.405 -0.541
H -2.837 -0.045 -1.523 0.181
H -1.522 0.881 -2.044 0.227
H -1.642 1.463 0.143 0.453
H -2.566 -0.263 1.661 0.384
H -1.942 -1.544 0.579 0.292
H -0.172 0.360 2.336 0.271
H 0.289 -1.325 1.769 0.263
H 2.317 0.779 -0.033 0.164
H 0.686 -0.742 -1.823 0.273
H -0.027 -1.853 -0.740 0.354
H 1.938 -1.931 0.428 0.321
```

Orbital gap   9.66 eV
DFT total energy   -19735.067 eV
SMILES string   N[C@H]1CC[C@@]1(S)CO
Molecular weight   133.22 g mol⁻¹
F_max   0.0559 Eh/bohr

***

# 4
Here is a cluster of 2 separate species, C6H9NO3 in total at a distorted geometry from the OMol25 dataset. Energies are from wB97M-V/def2-TZVPD.

Structure (XYZ):
```
19
Properties=species:S:1:pos:R:3:mulliken_charge:R:1
C 1.615 1.785 0.533 -0.817
C 0.867 0.957 -0.177 -0.767
C 0.415 0.072 -1.019 1.264
C -0.215 0.451 -2.324 -0.569
O 0.572 0.176 -3.408 -0.502
C 0.516 -1.384 -0.652 0.576
O 0.303 -2.249 -1.478 -0.579
O 0.827 -1.681 0.637 -0.500
H 1.156 2.421 1.364 0.236
H 2.659 1.711 0.538 0.303
H -0.513 1.530 -2.438 0.336
H -1.143 -0.192 -2.391 0.268
H 0.794 -0.736 -3.341 0.341
H 1.270 -0.831 0.992 0.358
C -1.725 0.017 2.609 -0.190
N -1.529 -1.177 2.312 -0.352
H -2.606 0.386 3.304 0.209
H -1.018 0.688 2.223 0.162
H -2.247 -1.943 2.714 0.223
```

Orbital gap   10.24 eV
DFT total energy   -13997.067 eV
SMILES string   C=C=C(CO)C(=O)O.C=N
Molecular weight   143.14 g mol⁻¹
F_max   0.0731 Eh/bohr

***

# 5
Here is a structure of composition C6H14O3 at a distorted geometry from the OMol25 dataset. Energies are from wB97M-V/def2-TZVPD.

Structure (XYZ):
```
23
Properties=species:S:1:pos:R:3:mulliken_charge:R:1
C -0.273 0.793 0.068 1.271
C 1.264 -2.259 -0.328 0.203
C -0.155 -0.980 1.205 -0.761
C 0.729 1.630 -0.769 -1.682
C -1.517 0.513 -0.768 -1.390
C -0.598 1.632 1.307 -1.696
O -0.133 -2.109 0.559 -0.400
O 1.418 -1.087 -0.875 -0.678
O 1.037 -3.311 -1.154 -0.481
H 0.557 -2.972 -1.924 0.340
H 0.751 -0.269 -0.202 0.504
H 1.970 -2.568 0.453 0.336
H 0.726 -0.712 1.800 0.421
H -1.120 -0.757 1.645 0.556
H 0.284 2.606 -0.986 0.449
H -1.274 -0.131 -1.615 0.273
H -1.435 1.239 1.887 0.390
H 1.665 1.774 -0.227 0.371
H 0.976 1.134 -1.705 0.411
H -2.307 0.028 -0.192 0.329
H -1.942 1.444 -1.157 0.427
H 0.268 1.719 1.967 0.372
H -0.891 2.643 1.012 0.436
```

Orbital gap   9.80 eV
DFT total energy   -12588.499 eV
Molecular weight   134.18 g mol⁻¹
F_max   0.0296 Eh/bohr

***

# 6
Here is a cluster of 8 separate species, C19H24F5N2O21 in total at a distorted geometry from the OMol25 dataset. Energies are from wB97M-V/def2-TZVPD.

Structure (XYZ):
```
71
Properties=species:S:1:pos:R:3:mulliken_charge:R:1
C 0.545 0.429 0.138 2.519
C 2.074 0.556 0.238 -0.483
O 2.899 -0.007 -0.546 -0.773
O 2.480 1.283 1.112 -0.866
H 0.275 -0.222 -0.693 -2.087
H 0.047 1.388 -0.006 0.145
H 0.138 -0.021 1.044 -0.121
C -1.921 -0.773 -3.211 0.032
C -1.614 -1.160 -1.757 1.300
O -1.629 -2.575 -1.785 -0.328
C -1.949 -3.032 -3.071 0.430
O -2.059 -4.209 -3.479 -0.612
O -2.065 -1.957 -3.898 -0.375
F -2.589 -0.747 -0.873 -0.376
H -1.020 -0.255 -3.539 0.233
H -2.768 -0.110 -3.388 0.149
H -0.653 -0.800 -1.390 -0.072
C 0.914 -0.702 3.351 0.598
C 1.850 -0.381 4.480 0.499
O 3.131 -0.568 3.986 -0.429
C 3.052 -0.704 2.634 0.397
O 4.004 -0.664 1.891 -0.459
O 1.813 -1.008 2.273 -0.538
F 1.534 -1.306 5.375 -0.358
H 0.364 0.176 3.013 -0.490
H 0.205 -1.482 3.630 0.084
H 1.735 0.626 4.879 0.354
C -0.733 3.679 -0.210 -0.228
C -0.475 3.263 1.216 0.340
O -1.342 2.224 1.468 -0.370
C -2.242 2.147 0.415 0.935
O -3.172 1.311 0.369 -0.532
O -1.911 2.953 -0.553 -0.346
F -0.853 4.216 2.011 -0.394
H 0.065 3.268 -0.828 -0.038
H -0.709 4.765 -0.302 0.473
H 0.534 2.894 1.401 0.353
C -3.081 -0.177 1.749 -0.545
C -1.622 -0.080 2.068 0.747
O -1.185 -1.457 2.092 -0.091
C -2.201 -2.261 2.167 0.456
O -2.281 -3.464 2.301 -0.617
O -3.327 -1.487 2.165 -0.431
F -1.393 0.372 3.276 -0.492
H -3.236 -0.002 0.684 0.356
H -3.604 0.590 2.321 0.471
H -1.032 0.528 1.382 0.719
C 1.941 -2.326 0.215 1.177
C 0.503 -2.493 0.633 0.962
O 0.504 -3.813 1.362 -0.549
C 1.652 -4.426 0.950 0.398
O 1.978 -5.580 1.252 -0.665
O 2.412 -3.662 0.150 -0.502
F -0.362 -2.469 -0.427 -0.309
H 2.503 -1.892 1.042 -0.434
H 1.925 -1.700 -0.677 0.523
H 0.181 -1.694 1.302 -0.509
C 2.084 0.925 -2.956 -0.626
N 3.228 1.772 -2.578 1.053
O 4.124 1.195 -1.890 -0.470
O 3.352 2.982 -2.874 -0.713
H 1.299 1.574 -3.344 0.237
H 1.824 0.222 -2.165 0.190
H 2.464 0.327 -3.784 0.366
C -1.172 2.815 -3.349 -1.244
N -0.570 1.584 -2.757 0.543
O 0.039 0.901 -3.531 -0.535
O -0.853 1.293 -1.605 -0.108
H -0.769 3.054 -4.333 0.398
H -1.041 3.760 -2.820 0.306
H -2.237 2.593 -3.416 0.371
```

Orbital gap   6.06 eV
DFT total energy   -79640.059 eV
Molecular weight   711.38 g mol⁻¹
Total charge   -1
F_max   0.2102 Eh/bohr

***

Question: Look up the DFT total energy of the first one.
Answer: -88906.749 eV

***

Question: Which value of F_max does entry 4 give?
Answer: 0.0731 Eh/bohr